--- a ---
C3H8N3 | ωB97M-V/def2-TZVPD

Last column: Löwdin charge in e.
Atoms and positions in Å:
C -0.0022 -2.3036 0.0047  0.042
N -0.1945 -1.0791 -0.2405  -0.017
C 0.6922 -0.2953 0.6767  -0.139
N 0.4620 1.2087 0.5778  0.082
C -0.2611 1.8183 -0.3294  -0.110
N -0.9883 1.1607 -1.2104  0.255
H 0.8521 -2.6768 0.5163  0.099
H -0.7484 -2.8739 -0.4427  0.081
H 1.6876 -0.5066 0.3715  0.107
H 0.8759 -0.6103 1.8010  0.179
H 0.2023 1.6191 1.4728  0.160
H -0.4876 2.9104 -0.2812  0.179
H -1.1694 1.3976 -2.0357  0.046
H -0.9206 0.2310 -0.8809  0.035

Output
SMILES: C=NCNC=[NH2+]
LUMO level in eV: -3.9
Total charge: +1
Gap between HOMO and LUMO in eV: 11.06

--- b ---
C3H8N3 | ωB97M-V/def2-TZVPD

Last column: Löwdin charge in e.
Atoms and positions in Å:
C 1.6122 0.9705 -0.3835  -0.236
C 1.1932 -0.4287 0.0936  -0.115
C -1.2741 0.1828 -0.4419  -0.103
N 1.0102 2.0452 -0.4986  0.209
N -2.0665 0.0397 0.6265  0.081
N -0.0957 -0.8474 -0.4380  0.035
H 2.6518 1.0596 -0.6148  0.113
H 2.0359 -1.0797 0.0454  0.125
H 0.9926 -0.3982 1.1979  0.157
H -0.6595 1.1846 -0.4415  0.095
H -2.8199 0.7227 0.8064  0.140
H -2.1250 -0.6846 1.3620  0.136
H -0.1208 -1.1213 -1.4506  0.200
H -0.3343 -1.6452 0.1370  0.161

Output
LUMO level (spin up / spin down) in eV: -4.5 / -4.8
Total charge: +1
Gap between HOMO and LUMO (spin up / spin down) in eV: 9.49 / 7.95

--- c ---
C3H8N3 | ωB97M-V/def2-TZVPD

Last column: Löwdin charge in e.
Atoms and positions in Å:
C 0.3153 -1.1169 0.6958  0.002
C -0.5087 0.0770 0.2438  -0.554
N 0.3878 1.2972 0.1964  0.266
C -1.4516 -0.1652 -0.9399  -0.151
N -2.5532 -0.0459 -0.0169  0.166
N -1.6781 0.3467 1.0707  0.155
H 0.9196 -1.4907 -0.1280  0.100
H -0.3382 -1.9169 1.0366  0.109
H 0.9587 -0.8479 1.5301  0.094
H -0.0803 2.0887 -0.2671  0.181
H 1.2721 1.0804 -0.2833  0.184
H 0.5834 1.5817 1.1696  0.184
H -1.4840 0.6223 -1.6965  0.130
H -1.4165 -1.1314 -1.4514  0.134

Output
SMILES: C[C@@]1([NH3+])CN=N1
LUMO level (spin up / spin down) in eV: -5.2 / -5.2
Total charge: +1
Gap between HOMO and LUMO (spin up / spin down) in eV: 10.50 / 10.49

The structure with the least stability is b.